{"formula": "C52H50HgN5O6P2STe", "method": "the ωB97M-V functional and the def2-TZVPD basis", "elements": ["Hg", "Te", "C", "C", "C", "N", "C", "C", "C", "P", "C", "C", "C", "C", "C", "C", "C", "C", "C", "C", "C", "C", "P", "C", "C", "C", "C", "C", "C", "C", "C", "C", "C", "C", "C", "H", "H", "H", "H", "H", "H", "H", "H", "H", "H", "H", "H", "H", "H", "H", "H", "H", "H", "H", "H", "H", "H", "H", "H", "C", "C", "S", "O", "O", "C", "C", "N", "C", "N", "C", "C", "N", "O", "O", "C", "H", "H", "H", "H", "H", "H", "H", "H", "H", "H", "H", "H", "H", "C", "O", "C", "C", "C", "C", "C", "C", "N", "C", "C", "C", "C", "C", "C", "C", "O", "H", "H", "H", "H", "H", "H", "H", "H", "H", "H", "H", "H", "H"], "positions_angstrom": [[-1.35, 0.90, 0.77], [1.27, -3.87, -0.23], [1.74, -4.75, -2.08], [1.94, -3.98, -3.22], [2.21, -4.63, -4.42], [2.31, -5.95, -4.54], [2.13, -6.68, -3.44], [1.84, -6.13, -2.19], [0.13, -2.29, -1.09], [-1.56, -2.46, -0.46], [-2.08, -4.17, -0.92], [-1.66, -4.81, -2.09], [-2.14, -6.07, -2.42], [-3.06, -6.71, -1.58], [-3.48, -6.08, -0.42], [-2.99, -4.82, -0.10], [-2.79, -1.58, -1.53], [-2.87, -1.71, -2.91], [-3.94, -1.19, -3.61], [-4.97, -0.54, -2.93], [-4.90, -0.40, -1.55], [-3.81, -0.92, -0.86], [0.90, -0.67, -0.95], [0.40, 0.28, -2.44], [0.09, -0.33, -3.65], [-0.22, 0.43, -4.77], [-0.21, 1.82, -4.69], [0.10, 2.43, -3.49], [0.40, 1.67, -2.37], [2.71, -0.82, -1.25], [3.32, -0.57, -2.49], [4.70, -0.62, -2.63], [5.50, -0.92, -1.54], [4.92, -1.15, -0.30], [3.54, -1.08, -0.16], [1.88, -2.90, -3.19], [2.37, -4.05, -5.32], [2.20, -7.75, -3.55], [1.68, -6.78, -1.34], [-0.95, -4.33, -2.74], [-1.80, -6.56, -3.32], [-3.43, -7.69, -1.84], [-4.19, -6.57, 0.23], [-3.32, -4.33, 0.82], [-2.10, -2.26, -3.45], [-4.00, -1.31, -4.68], [-5.81, -0.13, -3.48], [-5.69, 0.11, -1.02], [-3.76, -0.81, 0.22], [0.12, -1.41, -3.72], [-0.46, -0.06, -5.71], [-0.46, 2.42, -5.56], [0.09, 3.52, -3.41], [0.61, 2.16, -1.42], [2.71, -0.34, -3.35], [5.15, -0.43, -3.60], [6.58, -0.96, -1.65], [5.54, -1.36, 0.56], [3.10, -1.23, 0.82], [5.52, -2.85, 7.24], [4.03, -2.83, 6.91], [3.47, -1.15, 6.81], [3.95, -0.58, 5.57], [3.76, -0.49, 8.06], [1.71, -1.30, 6.67], [1.10, 0.11, 6.79], [-0.08, 0.25, 5.94], [-0.07, 0.81, 4.70], [-1.26, 0.78, 4.13], [-2.08, 0.16, 5.02], [-1.38, -0.16, 6.14], [-1.83, -0.86, 7.29], [-1.00, -1.20, 8.13], [-3.02, -1.09, 7.37], [1.15, 1.38, 4.07], [5.86, -3.88, 7.34], [5.72, -2.33, 8.18], [6.10, -2.37, 6.45], [3.43, -3.31, 7.69], [3.81, -3.28, 5.95], [1.33, -1.96, 7.45], [1.52, -1.72, 5.69], [1.81, 0.86, 6.47], [0.83, 0.32, 7.82], [-3.13, -0.03, 4.83], [1.40, 2.35, 4.50], [0.95, 1.52, 3.01], [2.02, 0.73, 4.19], [0.53, 6.39, -3.28], [-0.43, 6.16, -2.27], [0.02, 5.77, -1.05], [1.32, 5.35, -0.79], [1.71, 5.00, 0.49], [0.80, 5.07, 1.54], [-0.50, 5.48, 1.28], [-0.90, 5.82, 0.00], [-2.21, 6.32, -0.20], [-3.06, 6.13, -1.22], [-3.17, 5.08, -2.10], [-4.00, 5.28, -3.26], [-4.20, 4.30, -4.16], [-3.59, 3.01, -3.95], [-2.85, 2.74, -2.85], [-2.58, 3.76, -1.84], [-1.95, 3.50, -0.81], [-0.01, 6.83, -4.12], [1.00, 5.46, -3.61], [1.31, 7.09, -2.95], [2.05, 5.32, -1.60], [2.73, 4.67, 0.67], [1.09, 4.79, 2.54], [-1.23, 5.51, 2.08], [-2.47, 7.04, 0.45], [-3.77, 6.94, -1.33], [-4.44, 6.26, -3.41], [-4.81, 4.47, -5.04], [-3.76, 2.23, -4.68], [-2.42, 1.76, -2.69]], "mulliken_charge": [0.600, 0.352, 0.098, 0.350, -0.546, -0.626, -0.379, -0.447, -0.804, 0.256, 0.821, -0.298, -0.928, -0.571, -0.550, -0.585, 0.739, 0.122, -0.751, -0.543, -0.727, -0.726, -0.186, 0.488, 0.186, -0.877, -0.562, -0.234, -0.573, 0.437, -0.219, -0.742, -0.540, -0.593, -0.429, 0.158, 0.398, 0.368, 0.388, 0.498, 0.447, 0.380, 0.398, 0.393, 0.156, 0.432, 0.413, 0.426, 0.505, 0.217, 0.443, 0.429, 0.167, 0.530, 0.346, 0.413, 0.387, 0.432, 0.486, -1.234, -0.465, 1.196, -0.633, -0.681, -0.622, -1.376, 0.287, 0.617, -0.333, -0.703, 0.237, 1.047, -0.638, -0.623, -0.997, 0.384, 0.340, 0.330, 0.381, 0.379, 0.566, 0.442, 0.669, 0.263, 0.461, 0.304, 0.107, 0.264, -1.030, -0.303, 1.451, -0.492, -0.801, -0.679, -0.578, -0.301, 0.020, -0.735, 0.916, -0.674, -1.118, -0.249, -0.153, -0.060, -0.889, 0.243, 0.360, 0.408, 0.417, 0.420, 0.424, 0.421, 0.325, 0.384, 0.352, 0.390, 0.551, 0.788], "multiplicity": 2, "gap_ev": [6.27, 6.41], "s2": 0.760, "total_energy_ev": -115346.108}